Molecular formula: C8H6N2O
Method: DFT, ωB97M-V with the def2-TZVPD basis set

Last column: Mulliken charge in e.
Geometry (Å):
C (2.32, 1.09, -0.05)  -0.34
C (2.96, -0.25, 0.00)  -0.34
C (2.13, -1.41, -0.03)  -0.17
C (0.23, -0.09, 0.00)  0.67
C (0.99, 1.10, 0.01)  -0.17
C (-1.25, -0.05, 0.08)  0.06
C (-3.27, 0.59, -0.03)  -0.44
C (-3.21, -0.80, -0.06)  -0.15
H (2.87, 1.97, 0.05)  0.45
H (4.07, -0.24, 0.03)  0.30
H (2.69, -2.34, 0.07)  0.34
H (0.48, 2.39, -0.07)  0.16
H (-3.94, 1.26, 0.07)  0.53
H (-4.05, -1.71, -0.07)  0.27
N (0.84, -1.27, 0.00)  -0.40
N (-1.96, 0.96, 0.01)  -0.49
O (-1.89, -1.18, 0.01)  -0.28

* orbital gap: 9.11 eV
* energy above the lowest of the compared OMol25 structures with the same formula, charge and spin: 3.409 eV

=====

Molecular formula: C25H45ClP2Yb
Method: DFT, ωB97M-V with the def2-TZVPD basis set

Last column: Mulliken charge in e.
Geometry (Å):
Yb (0.17, -0.34, 0.09)  0.38
C (0.96, 0.09, -2.25)  0.14
C (-0.21, 0.88, -2.07)  0.67
C (1.44, 1.76, -0.73)  0.55
C (1.99, 0.65, -1.44)  0.83
C (0.08, 1.90, -1.12)  0.50
C (1.15, -1.07, -3.16)  -1.58
H (0.19, -1.41, -3.57)  0.34
H (1.63, -1.91, -2.65)  0.37
H (1.79, -0.80, -4.02)  0.36
C (3.40, 0.22, -1.36)  -1.34
H (3.63, -0.50, -2.16)  0.41
H (3.60, -0.26, -0.40)  0.13
H (4.09, 1.07, -1.46)  0.35
C (2.19, 2.64, 0.20)  -1.39
H (3.03, 3.13, -0.32)  0.33
H (2.61, 2.08, 1.04)  0.16
H (1.54, 3.43, 0.59)  0.42
C (-0.82, 2.97, -0.65)  -1.42
H (-0.62, 3.92, -1.18)  0.33
H (-0.69, 3.17, 0.43)  0.32
H (-1.88, 2.72, -0.82)  0.29
C (-1.51, 0.70, -2.76)  -1.57
H (-1.59, 1.35, -3.63)  0.31
H (-2.36, 0.95, -2.10)  0.30
H (-1.65, -0.33, -3.11)  0.36
C (-3.64, -5.45, 1.10)  -0.08
C (-3.97, -5.53, -0.19)  -0.65
C (-5.37, -5.41, -0.73)  -0.76
C (-6.33, -4.47, 0.06)  -0.98
C (-5.73, -3.23, 0.64)  -0.20
C (-5.37, -3.10, 1.93)  -0.52
C (-5.10, -4.23, 2.87)  -0.73
C (-4.62, -5.56, 2.22)  -1.39
H (-5.85, -6.40, -0.78)  0.41
H (-6.81, -5.05, 0.86)  0.27
H (-5.33, -5.06, -1.77)  0.36
H (-5.50, -6.12, 1.87)  0.33
H (-2.59, -5.46, 1.41)  0.86
H (-3.23, -5.86, -0.93)  0.55
H (-4.14, -6.17, 3.01)  0.40
H (-4.35, -3.92, 3.62)  0.31
H (-5.31, -2.10, 2.39)  0.79
H (-6.01, -4.46, 3.45)  0.46
H (-7.13, -4.17, -0.64)  0.43
H (-5.71, -2.37, -0.04)  0.45
P (-1.38, -2.65, 0.15)  0.77
P (-2.18, 0.22, 1.79)  1.07
C (-2.49, -2.62, 1.62)  0.36
C (-2.50, -1.41, 2.59)  -1.35
H (-2.30, -3.54, 2.20)  0.76
H (-3.48, -2.75, 1.13)  -1.02
H (-3.48, -1.34, 3.09)  0.51
H (-1.74, -1.57, 3.38)  0.41
C (-1.72, 1.22, 3.24)  -1.39
H (-1.55, 2.25, 2.91)  0.39
H (-0.79, 0.83, 3.69)  0.34
H (-2.53, 1.19, 3.97)  0.45
C (-3.83, 0.89, 1.42)  -1.44
H (-4.48, 0.80, 2.30)  0.48
H (-4.27, 0.36, 0.56)  0.31
H (-3.70, 1.95, 1.16)  0.44
C (-0.40, -4.14, 0.40)  -1.34
H (0.24, -4.26, -0.48)  0.43
H (-1.02, -5.03, 0.53)  0.35
H (0.24, -3.99, 1.29)  0.39
C (-2.42, -2.97, -1.32)  -0.69
H (-2.97, -2.07, -1.62)  0.25
H (-3.13, -3.78, -1.14)  -0.43
H (-1.75, -3.26, -2.14)  0.53
Cl (1.08, -1.39, 2.54)  -0.14
C (2.21, -0.79, 1.40)  -1.19
H (2.70, 0.10, 1.81)  0.40
H (2.92, -1.58, 1.14)  0.46

* net charge: +1
* spin multiplicity: 2
* expectation value of S²: 0.75
* orbital gap (alpha / beta): 7.89 / 7.84 eV
* energy above the lowest of the compared OMol25 structures with the same formula, charge and spin: 0.000 eV

=====

Molecular formula: C7H6CrNO7
Method: DFT, ωB97M-V with the def2-TZVPD basis set

Last column: Mulliken charge in e.
Geometry (Å):
O (0.43, -0.77, -2.36)  -0.46
C (0.44, -0.12, -1.37)  0.15
Cr (0.26, 0.87, -0.02)  0.19
C (0.30, 1.19, 1.98)  0.42
O (0.10, 1.63, 3.03)  -0.27
C (0.04, -3.27, -1.87)  0.51
O (0.60, -3.08, -0.88)  -0.06
C (1.97, 1.71, 0.09)  0.52
O (3.03, 2.21, 0.14)  -0.21
C (-1.52, 1.39, -0.15)  0.40
O (-2.66, 1.68, -0.10)  -0.19
H (-0.45, -3.26, -2.76)  0.51
N (1.55, -2.80, 3.41)  -0.24
C (2.48, -1.86, 2.73)  -0.70
C (1.61, -0.75, 2.27)  1.07
O (2.14, 0.36, 1.92)  -0.60
O (0.35, -0.92, 2.29)  -0.75
H (1.44, -2.50, 4.39)  0.37
H (1.91, -3.76, 3.45)  0.35
H (0.65, -2.75, 2.91)  0.32
H (3.27, -1.56, 3.41)  0.40
H (2.95, -2.33, 1.87)  0.26

* net charge: +2
* spin multiplicity: 4
* expectation value of S²: 3.80
* orbital gap (alpha / beta): 5.84 / 5.26 eV
* energy above the lowest of the compared OMol25 structures with the same formula, charge and spin: 2.722 eV

=====

- The lowest energy above the lowest of the compared OMol25 structures with the same formula, charge and spin belongs to which entry?
  C25H45ClP2Yb